Entry 1:
18
Properties=species:S:1:pos:R:3:mulliken_spin:R:1 method="wB97M-V/def2-TZVPD" s2=3.77 molar_mass_g_mol=224.0 homo_energy_ev="-13.827 / -14.813" spin_multiplicity=4 gap_ev="7.4 / 8.3" charge=+1 e_above_lowest_kj_mol=0.00
V -0.48 0.55 -0.46 2.80
O -0.48 -2.47 -0.58 0.18
O -0.61 1.57 2.48 0.12
O -0.39 2.86 -5.58 0.00
O 2.52 0.87 -1.07 0.07
O 1.40 -0.72 1.62 0.01
O -3.52 0.61 -0.94 0.12
C -0.47 -1.30 -0.52 -0.06
C 0.69 -1.53 2.56 0.01
C -0.40 2.71 -4.45 0.00
C -0.49 1.19 1.40 -0.05
C 1.36 0.94 -0.98 -0.04
C -2.37 0.83 -0.92 -0.07
H -0.34 0.36 -2.01 -0.11
H 2.02 -1.27 1.12 0.00
H 0.98 -2.58 2.42 0.00
H -0.38 -1.40 2.34 0.00
H 0.96 -1.22 3.58 0.00

***

Entry 2:
12
Properties=species:S:1:pos:R:3:nbo_charge:R:1 method="wB97M-V/def2-TZVPD" molar_mass_g_mol=78.1 homo_energy_ev="-8.477 / -8.486" gap_ev="7.5 / 7.5" charge=0 e_above_lowest_kj_mol=600.40
C 1.88 -0.77 1.06 -0.14
C 1.66 -0.38 -0.30 -0.43
C -0.47 0.80 0.40 -0.57
C 0.55 0.34 -0.60 0.10
C -2.82 -0.31 -0.22 -0.23
C -1.77 0.21 0.08 -0.01
H 2.75 -1.46 1.08 0.10
H -0.55 1.90 0.35 0.25
H 0.34 0.60 -1.64 0.20
H 2.31 -0.66 -1.14 0.19
H -0.14 0.51 1.40 0.29
H -3.75 -0.78 -0.47 0.24

***

Entry 3:
12
Properties=species:S:1:pos:R:3:nbo_charge:R:1 method="wB97M-V/def2-TZVPD" molar_mass_g_mol=78.1 homo_energy_ev=-9.283 gap_ev=10.1 charge=0 e_above_lowest_kj_mol=367.86 smiles=C#CC#CCC
C 1.35 -0.42 -0.27 -0.12
C 0.17 -0.50 -0.05 0.10
C 2.71 -0.28 -0.34 -0.06
C -1.28 -0.61 0.03 -0.49
C 3.89 -0.09 -0.24 -0.20
C -1.97 0.75 0.11 -0.59
H -1.58 -1.14 -0.87 0.24
H -1.64 1.39 -0.72 0.21
H -3.05 0.62 0.03 0.21
H -1.74 1.27 1.05 0.21
H -1.55 -1.24 0.89 0.23
H 4.68 0.24 0.38 0.24

***

Entry 4:
12
Properties=species:S:1:pos:R:3:nbo_charge:R:1 method="wB97M-V/def2-TZVPD" molar_mass_g_mol=78.1 homo_energy_ev=-8.673 gap_ev=9.5 charge=0 e_above_lowest_kj_mol=462.76 smiles=CC#CC#CC
C 0.48 0.57 -1.48 -0.09
C -0.91 0.65 -1.57 -0.11
C 1.47 0.29 -0.84 0.04
C -2.30 -0.11 0.49 -0.69
C -1.80 0.36 -0.80 0.11
C 2.38 -0.16 0.20 -0.68
H -2.59 0.72 1.13 0.24
H 2.07 0.28 1.15 0.23
H -3.10 -0.85 0.43 0.24
H -1.42 -0.59 0.94 0.24
H 2.29 -1.25 0.32 0.24
H 3.43 0.09 0.03 0.23

***

Entry 5:
12
Properties=species:S:1:pos:R:3:nbo_charge:R:1 method="wB97M-V/def2-TZVPD" molar_mass_g_mol=78.1 homo_energy_ev=-9.574 gap_ev=10.6 charge=0 e_above_lowest_kj_mol=349.12 smiles=C#CCC#CC
C -1.28 0.13 -0.20 0.02
C -2.56 0.79 0.03 -0.68
C 1.06 -1.10 -0.61 -0.54
C 2.23 -0.27 -0.25 0.00
C -0.22 -0.42 -0.39 -0.03
C 3.19 0.38 0.05 -0.23
H -2.92 1.29 -0.88 0.23
H -2.47 1.55 0.82 0.24
H 1.09 -2.02 -0.01 0.26
H 4.03 0.98 0.33 0.24
H -3.32 0.07 0.34 0.23
H 1.15 -1.41 -1.66 0.26

***

Entry 6:
12
Properties=species:S:1:pos:R:3:nbo_charge:R:1 method="wB97M-V/def2-TZVPD" molar_mass_g_mol=78.1 homo_energy_ev=-9.584 gap_ev=10.6 charge=0 e_above_lowest_kj_mol=355.43 smiles=C#CCC#CC
C -2.50 0.67 0.04 -0.68
C 2.17 -0.12 -0.36 0.00
C -0.20 -0.56 -0.49 -0.03
C 1.14 -1.17 -0.49 -0.53
C -1.26 -0.02 -0.33 0.02
C 2.96 0.77 -0.22 -0.23
H -2.89 0.22 0.96 0.23
H 3.68 1.55 -0.08 0.24
H -3.27 0.62 -0.73 0.23
H 1.21 -1.84 0.38 0.26
H 1.31 -1.78 -1.38 0.25
H -2.27 1.72 0.25 0.24

***

Number 1: F_max 0.14214 hartree/bohr. Number 2: F_max 0.01009 hartree/bohr. Number 3: F_max 0.01976 hartree/bohr. Number 4: F_max 0.01559 hartree/bohr. Number 5: F_max 0.01106 hartree/bohr. Number 6: F_max 0.00965 hartree/bohr.